Formula: C3H2N2S
Source: OMol25
Level of theory: ωB97M-V/def2-TZVPD

Positions of all 8 atoms, in Å:
N  -0.979  -2.244  0.334
C  -0.555  -1.255  -0.135
C  0.116  -0.065  -0.529
S  1.822  -0.191  0.261
C  -0.693  1.133  -0.082
N  -1.300  2.023  0.320
H  0.176  0.195  -1.546
H  1.412  0.404  1.376

SMILES string = N#CC(S)C#N
HOMO energy = -10.6 eV
Frontier orbital gap = 10.5 eV
Calculated total energy = -16957.00141 eV

Atom charges from the Mulliken analysis, given in e for atoms 1 to 4: number 1, N, carries -0.381; number 2, C, carries 0.327; number 3, C, carries 0.097; number 4, S, carries -0.135

---

Formula: C4H3AgFO5
Source: OMol25
Level of theory: ωB97M-V/def2-TZVPD

Positions of all 14 atoms, in Å:
O  -2.244  0.985  2.951
C  -2.855  1.944  2.702
O  -3.526  2.857  2.491
O  0.510  -0.611  1.242
C  1.467  -1.231  -2.420
C  0.553  -0.667  0.051
O  1.513  -1.742  -3.497
O  0.995  0.006  -2.218
C  0.888  0.475  -0.885
Ag  -0.874  -0.942  3.050
F  -0.233  -1.595  -0.812
H  1.884  -1.558  -1.269
H  1.853  0.875  -0.536
H  0.070  1.205  -0.851

HOMO energy = -14.1 eV
Frontier orbital gap = 8.3 eV
Net charge = +1
Calculated total energy = -21141.99914 eV

Atom charges from the Mulliken analysis, given in e for atoms 1 to 4: number 1, O, carries -0.326; number 2, C, carries 0.603; number 3, O, carries -0.258; number 4, O, carries -0.552

---

Formula: C6H7N3S
Source: OMol25
Level of theory: ωB97M-V/def2-TZVPD

Positions of all 17 atoms, in Å:
C  -2.507  0.134  -0.540
C  -1.379  -0.534  -1.051
C  -2.276  1.283  0.185
C  -0.178  -0.044  -0.682
C  0.011  1.072  0.104
C  2.041  -1.728  0.463
N  -1.075  1.756  0.481
N  1.237  1.458  0.547
N  2.351  -0.726  -0.519
S  2.650  0.775  -0.240
H  -3.502  -0.239  -0.722
H  -1.488  -1.408  -1.675
H  -3.098  1.879  0.559
H  2.230  -1.411  1.492
H  0.995  -2.028  0.385
H  2.656  -2.603  0.242
H  1.333  2.366  0.972

HOMO energy (spin up / spin down) = -7.9 / -8.3 eV
Frontier orbital gap (spin up / spin down) = 7.7 / 7.5 eV
Calculated total energy = -21636.65475 eV

Atom charges from the Mulliken analysis, given in e for atoms 1 to 4: number 1, C, carries -0.333; number 2, C, carries -0.604; number 3, C, carries -0.337; number 4, C, carries -0.275

---

Formula: C16H34N3S
Source: OMol25
Level of theory: ωB97M-V/def2-TZVPD

Positions of all 54 atoms, in Å:
C  -8.534  0.023  0.265
C  -7.450  1.092  0.196
C  -6.075  0.592  0.645
C  -5.465  -0.419  -0.324
C  -4.095  -0.936  0.119
C  -2.991  0.112  -0.021
C  -1.635  -0.363  0.502
C  -1.048  -1.504  -0.339
N  0.300  -1.848  0.065
C  1.433  -1.254  -0.305
S  2.879  -1.867  0.291
N  1.393  -0.179  -1.122
C  2.520  0.297  -1.897
C  3.384  1.312  -1.134
N  4.370  0.634  -0.267
C  4.673  1.372  0.976
C  5.534  0.511  1.893
C  6.829  0.118  1.192
C  6.498  -0.589  -0.117
C  5.619  0.303  -0.984
H  -8.592  -0.396  1.268
H  -9.501  0.456  0.020
H  -8.340  -0.784  -0.436
H  -7.740  1.926  0.839
H  -7.379  1.473  -0.825
H  -6.166  0.135  1.633
H  -5.412  1.455  0.739
H  -6.137  -1.273  -0.410
H  -5.377  0.035  -1.314
H  -3.845  -1.807  -0.490
H  -4.154  -1.261  1.160
H  -3.273  1.002  0.541
H  -2.899  0.400  -1.071
H  -1.742  -0.701  1.534
H  -0.936  0.478  0.503
H  -1.656  -2.401  -0.222
H  -1.055  -1.236  -1.401
H  0.400  -2.576  0.758
H  0.481  0.142  -1.407
H  2.128  0.774  -2.796
H  3.134  -0.557  -2.203
H  2.733  1.932  -0.515
H  3.910  1.961  -1.837
H  3.900  -0.329  0.019
H  3.732  1.619  1.472
H  5.192  2.300  0.719
H  5.747  1.070  2.804
H  4.979  -0.387  2.170
H  7.412  -0.541  1.834
H  7.429  1.008  0.993
H  7.410  -0.827  -0.664
H  5.975  -1.524  0.089
H  5.366  -0.207  -1.915
H  6.140  1.234  -1.224

SMILES string = CCCCCCCCNC(=S)NCC[NH+]1CCCCC1
HOMO energy = -12.0 eV
Frontier orbital gap = 9.8 eV
Net charge = +1
Calculated total energy = -32444.93883 eV

Atom charges from the Mulliken analysis, given in e for atoms 1 to 4: number 1, C, carries -1.174; number 2, C, carries -0.551; number 3, C, carries -0.412; number 4, C, carries -0.681